Entry 1:
# C4H8NO2

A structure of composition C4H8NO2 in a non-equilibrium geometry (ωB97M-V/def2-TZVPD, the Open Molecules 2025 dataset).

Properties
HOMO energy: -0.4723 Eh
Energy relative to the best compared isomer or geometry (same formula, charge and spin): 480.9 kJ/mol
Orbital gap: 0.3404 Eh
Calculated total energy: -9851.347 eV

Geometry as ORCA input:
```
! RIJCOSX wB97M-V def2-TZVPD def2/J DEFGRID3
* xyz 1 1
O -0.15 1.73 1.32
O -0.97 0.29 -1.41
N 1.48 0.83 -0.14
C 0.22 0.52 0.73
C -1.31 -1.63 0.32
C -0.77 -0.27 -0.14
C -0.22 -2.14 -0.16
H 1.01 0.64 -1.01
H 2.25 0.19 -0.01
H 0.67 -0.12 1.53
H 0.58 -2.59 -0.79
H -2.17 -1.88 0.86
H -1.85 0.19 -1.66
H 1.58 1.84 -0.16
H -0.33 2.39 0.73
*
```

Here are the Mulliken charges for atoms 1 to 2, given in e:
1 O -0.49
2 O -0.53



Entry 2:
# C4H8NO2

The ion C4H8NO2 with charge +1 in a non-equilibrium geometry (ωB97M-V/def2-TZVPD, the Open Molecules 2025 dataset).

Properties
HOMO energy: -0.5805 Eh
SMILES string: OC1=[N+](O)CCC1
Energy relative to the best compared isomer or geometry (same formula, charge and spin): 229.1 kJ/mol
Orbital gap: 0.4404 Eh
Calculated total energy: -9853.956 eV

Geometry as ORCA input:
```
! RIJCOSX wB97M-V def2-TZVPD def2/J DEFGRID3
* xyz 1 1
O 1.95 1.37 -0.01
O 1.83 -1.35 0.09
N 0.80 0.66 0.06
C -1.40 0.09 0.18
C -0.49 1.26 -0.17
C -0.59 -1.17 -0.14
C 0.79 -0.62 -0.06
H -0.47 1.49 -1.21
H -0.96 -1.54 -1.13
H -1.66 0.05 1.21
H 2.26 1.64 0.88
H -0.90 -1.81 0.65
H -2.23 0.04 -0.50
H 1.56 -2.21 -0.25
H -0.47 2.11 0.40
*
```

Here are the Mulliken charges for atoms 1 to 2, given in e:
1 O -0.38
2 O -0.41



Entry 3:
# C4H8NO2

The ion C4H8NO2 with charge +1 in a non-equilibrium geometry (ωB97M-V/def2-TZVPD, the Open Molecules 2025 dataset).

Properties
HOMO energy: -0.4938 Eh
Energy relative to the best compared isomer or geometry (same formula, charge and spin): 424.2 kJ/mol
Orbital gap: 0.2873 Eh
Calculated total energy: -9851.934 eV

Geometry as ORCA input:
```
! RIJCOSX wB97M-V def2-TZVPD def2/J DEFGRID3
* xyz 1 1
O 0.10 -0.82 3.20
O -0.95 0.57 -1.05
N 0.18 -0.50 2.06
C 0.14 0.24 -0.54
C 0.99 -1.34 1.17
C -1.30 1.91 -1.37
C 0.44 -1.17 -0.25
H 1.20 -1.52 -0.95
H 1.03 -2.39 1.48
H -0.44 2.58 -1.34
H 0.90 1.00 -0.30
H -1.76 1.90 -2.36
H 2.00 -0.93 1.26
H -2.07 2.22 -0.65
H -0.46 -1.77 -0.40
*
```

Here are the Mulliken charges for atoms 1 to 2, given in e:
1 O -0.29
2 O -0.15



Entry 4:
# C4H8NO2

A cluster of 2 separate species, C4H8NO2 in total in a non-equilibrium geometry (ωB97M-V/def2-TZVPD, the Open Molecules 2025 dataset).

Properties
HOMO energy (spin up / spin down): -0.5209 / -0.5208 Eh
Energy relative to the best compared isomer or geometry (same formula, charge and spin): 586.4 kJ/mol
Orbital gap (spin up / spin down): 0.2974 / 0.2972 Eh
Calculated total energy: -9850.253 eV

Geometry as ORCA input:
```
! RIJCOSX wB97M-V def2-TZVPD def2/J DEFGRID3
* xyz 1 1
O -3.86 -0.86 0.02
O -0.11 0.33 -0.22
N -2.81 -1.20 -0.28
C 0.55 -0.94 -0.50
C 1.60 -1.17 0.68
C -1.34 0.43 -0.03
C -1.96 1.72 0.21
H 1.08 -0.99 1.57
H -1.62 1.98 1.31
H 1.05 -0.62 -1.47
H -1.72 2.65 -0.42
H -0.03 -1.92 -0.64
H 2.30 -0.38 0.64
H 2.04 -2.14 0.69
H -3.03 1.65 0.18
*
```

Here are the Mulliken charges for atoms 1 to 2, given in e:
1 O -0.08
2 O -0.15



Entry 5:
# C4H8NO2

A cluster of 2 separate species, C4H8NO2 in total in a non-equilibrium geometry (ωB97M-V/def2-TZVPD, the Open Molecules 2025 dataset).

Properties
HOMO energy (spin up / spin down): -0.5537 / -0.5540 Eh
Energy relative to the best compared isomer or geometry (same formula, charge and spin): 685.7 kJ/mol
Orbital gap (spin up / spin down): 0.2921 / 0.2924 Eh
Calculated total energy: -9849.224 eV

Geometry as ORCA input:
```
! RIJCOSX wB97M-V def2-TZVPD def2/J DEFGRID3
* xyz 1 1
O -0.95 -1.80 -0.30
O 1.71 0.76 -0.63
N 1.31 0.05 0.24
C -1.45 -0.71 -0.25
C -0.77 1.74 -0.19
C 1.68 -1.25 0.30
C -1.04 0.51 0.50
H 0.07 1.50 -0.94
H -1.21 0.38 1.52
H 0.97 -1.90 -0.27
H -0.72 2.43 0.56
H 2.73 -1.57 -0.03
H -1.65 2.10 -0.87
H -2.34 -0.60 -0.89
H 1.65 -1.66 1.24
*
```

Here are the Mulliken charges for atoms 1 to 2, given in e:
1 O -0.41
2 O -0.31



Entry 6:
# C4H8NO2

The ion C4H8NO2 with charge +1 in a non-equilibrium geometry (ωB97M-V/def2-TZVPD, the Open Molecules 2025 dataset).

Properties
HOMO energy (spin up / spin down): -0.5529 / -0.5529 Eh
SMILES string: C[N+](=O)C[C@H]1CO1
Energy relative to the best compared isomer or geometry (same formula, charge and spin): 514.9 kJ/mol
Orbital gap (spin up / spin down): 0.3073 / 0.3073 Eh
Calculated total energy: -9850.994 eV

Geometry as ORCA input:
```
! RIJCOSX wB97M-V def2-TZVPD def2/J DEFGRID3
* xyz 1 1
O -0.27 -1.82 0.01
O 1.88 -0.76 0.09
N -0.79 -0.78 -0.11
C -2.00 -0.35 0.49
C 0.00 0.35 -1.11
C 1.42 0.38 -0.57
C 1.70 0.39 0.87
H -0.53 1.30 -1.02
H 0.87 0.35 1.57
H -2.47 -1.17 1.02
H -0.04 -0.08 -2.11
H 2.12 0.83 -1.27
H -2.67 0.04 -0.29
H -1.82 0.48 1.17
H 2.60 0.84 1.26
*
```

Here are the Mulliken charges for atoms 1 to 2, given in e:
1 O -0.21
2 O -0.37



Entry 7:
# C4H8NO2

The ion C4H8NO2 with charge +1 in a non-equilibrium geometry (ωB97M-V/def2-TZVPD, the Open Molecules 2025 dataset).

Properties
HOMO energy: -0.4938 Eh
Energy relative to the best compared isomer or geometry (same formula, charge and spin): 553.6 kJ/mol
Orbital gap: 0.2762 Eh
Calculated total energy: -9850.593 eV

Geometry as ORCA input:
```
! RIJCOSX wB97M-V def2-TZVPD def2/J DEFGRID3
* xyz 1 1
O -3.23 -0.94 -0.04
O 1.40 -0.35 0.42
N -2.08 -0.59 -0.05
C -1.83 0.85 -0.09
C 2.41 -1.22 0.00
C 0.50 0.17 -0.30
C -0.40 1.04 0.46
H 0.45 0.03 -1.32
H -1.86 1.14 -1.12
H -0.06 2.14 0.53
H -0.44 0.86 1.47
H 2.13 -2.26 0.42
H -2.71 1.37 0.18
H 3.37 -0.69 0.51
H 2.34 -1.54 -1.08
*
```

Here are the Mulliken charges for atoms 1 to 2, given in e:
1 O -0.32
2 O -0.13



Entry 8:
# C4H8NO2

A structure of composition C4H8NO2 in a non-equilibrium geometry (ωB97M-V/def2-TZVPD, the Open Molecules 2025 dataset).

Properties
HOMO energy: -0.4957 Eh
Energy relative to the best compared isomer or geometry (same formula, charge and spin): 375.6 kJ/mol
Orbital gap: 0.3500 Eh
Calculated total energy: -9852.438 eV

Geometry as ORCA input:
```
! RIJCOSX wB97M-V def2-TZVPD def2/J DEFGRID3
* xyz 1 1
O 0.86 -0.78 0.93
O 0.75 -3.95 -1.93
N -0.46 1.40 0.90
C 0.28 -1.66 -1.25
C -0.35 1.01 -0.51
C 0.38 -0.80 -0.30
C 0.87 -3.07 -1.14
H 1.20 -3.11 -0.03
H -0.01 2.39 1.07
H 0.12 0.65 1.45
H 0.36 1.58 -1.19
H -1.47 1.24 1.19
H -1.35 0.73 -0.99
H -0.14 -1.23 -2.26
H 1.00 -1.67 1.31
*
```

Here are the Mulliken charges for atoms 1 to 2, given in e:
1 O -0.54
2 O -0.39



Entry 9:
# C4H8NO2P

The molecule C4H8NO2P in a non-equilibrium geometry (ωB97M-V/def2-TZVPD, the Open Molecules 2025 dataset).

Properties
HOMO energy: -0.3270 Eh
SMILES string: [H]/N=C(\P=O)[C@H](C)OC
Energy relative to the best compared isomer or geometry (same formula, charge and spin): 186.5 kJ/mol
Orbital gap: 0.2776 Eh
Calculated total energy: -19150.181 eV

Geometry as ORCA input:
```
! RIJCOSX wB97M-V def2-TZVPD def2/J DEFGRID3
* xyz 0 1
P 2.31 0.24 2.15
O 2.08 0.38 3.58
O -0.76 -0.06 -0.67
N -0.48 0.05 2.14
C 0.53 0.13 1.41
C 1.02 1.49 -0.58
C 0.50 0.14 -0.09
C -1.35 -1.32 -0.41
H 1.09 1.48 -1.66
H -1.62 -1.42 0.64
H 2.00 1.70 -0.15
H -0.66 -2.13 -0.69
H -0.28 0.07 3.15
H 0.32 2.27 -0.28
H -2.24 -1.37 -1.03
H 1.20 -0.66 -0.42
*
```

Here are the Mulliken charges for atoms 1 to 2, given in e:
1 P 0.35
2 O -0.45



Entry 10:
# C4H8NO2Si

A cluster of 2 separate species, C4H8NO2Si in total in a non-equilibrium geometry (ωB97M-V/def2-TZVPD, the Open Molecules 2025 dataset).

Properties
HOMO energy: -0.1306 Eh
Energy relative to the best compared isomer or geometry (same formula, charge and spin): 103.5 kJ/mol
Orbital gap: 0.2634 Eh
Calculated total energy: -17740.756 eV

Geometry as ORCA input:
```
! RIJCOSX wB97M-V def2-TZVPD def2/J DEFGRID3
* xyz -1 1
Si 0.96 0.20 -0.36
O 3.59 1.03 0.01
O 3.24 -1.18 0.00
N 0.03 -1.22 -0.15
C 2.94 0.00 -0.06
C -1.48 0.31 0.84
C -1.38 -0.97 0.01
C -0.48 1.31 0.26
H -1.88 -0.83 -0.96
H 0.28 -2.11 -0.54
H -0.92 1.83 -0.59
H -0.21 2.06 1.00
H 0.85 0.64 -2.69
H -1.86 -1.81 0.53
H -1.19 0.07 1.87
H -2.50 0.69 0.85
*
```

Here are the Mulliken charges for atoms 1 to 2, given in e:
1 Si -0.47
2 O -0.61



Entry 11:
# C4H8NO3

A cluster of 2 separate species, C4H8NO3 in total in a non-equilibrium geometry (ωB97M-V/def2-TZVPD, the Open Molecules 2025 dataset).

Properties
HOMO energy: -0.1643 Eh
Energy relative to the best compared isomer or geometry (same formula, charge and spin): 182.4 kJ/mol
Orbital gap: 0.3144 Eh
Calculated total energy: -11911.404 eV

Geometry as ORCA input:
```
! RIJCOSX wB97M-V def2-TZVPD def2/J DEFGRID3
* xyz -1 1
O 1.87 0.62 0.39
O 0.57 -0.74 -0.89
O -3.07 -0.83 1.71
N -2.06 -0.84 -0.20
C -2.17 -0.37 1.07
C 2.72 0.09 -1.70
C -1.36 0.69 1.60
C 1.66 -0.08 -0.62
H -1.23 -0.70 -0.70
H -2.60 -1.50 -0.43
H 3.60 -0.47 -1.36
H -0.66 1.32 0.95
H -0.60 0.55 2.31
H 2.37 -0.42 -2.45
H 2.93 1.14 -1.78
H -1.98 1.52 2.11
*
```

Here are the Mulliken charges for atoms 1 to 2, given in e:
1 O -0.70
2 O -0.82



Entry 12:
# C4H8NO3

A cluster of 2 separate species, C4H8NO3 in total (ωB97M-V/def2-TZVPD, the Open Molecules 2025 dataset).

Properties
HOMO energy: -0.1651 Eh
Energy relative to the best compared isomer or geometry (same formula, charge and spin): 26.1 kJ/mol
Orbital gap: 0.3075 Eh
Calculated total energy: -11913.023 eV

Geometry as ORCA input:
```
! RIJCOSX wB97M-V def2-TZVPD def2/J DEFGRID3
* xyz -1 1
O 1.69 0.46 2.87
O -2.33 0.13 -2.46
O -1.02 0.06 -0.62
N -0.35 -0.15 2.12
C 1.61 -0.81 0.85
C -1.23 0.13 -1.86
C 1.00 -0.12 2.04
C 0.01 0.25 -2.77
H 2.36 -1.55 1.11
H -0.28 0.04 -3.80
H 2.11 -0.07 0.23
H 0.82 -0.46 -2.54
H 0.49 1.24 -2.82
H -0.73 0.51 2.78
H 0.85 -1.28 0.25
H -0.90 -0.30 1.28
*
```

Here are the Mulliken charges for atoms 1 to 2, given in e:
1 O -0.68
2 O -0.73



Entry 13:
# C4H8NO3

A cluster of 2 separate species, C4H8NO3 in total in a non-equilibrium geometry (ωB97M-V/def2-TZVPD, the Open Molecules 2025 dataset).

Properties
HOMO energy: -0.1560 Eh
Energy relative to the best compared isomer or geometry (same formula, charge and spin): 148.4 kJ/mol
Orbital gap: 0.2975 Eh
Calculated total energy: -11911.756 eV

Geometry as ORCA input:
```
! RIJCOSX wB97M-V def2-TZVPD def2/J DEFGRID3
* xyz -1 1
O -2.58 -0.21 2.70
O 2.24 1.02 -1.22
O 1.02 -0.66 -0.37
N -1.72 -0.67 0.79
C -1.94 0.18 1.79
C 1.76 -0.16 -1.25
C 2.26 -1.11 -2.33
C -1.44 1.59 1.75
H -1.82 -1.69 0.73
H -0.90 1.82 0.79
H -2.07 2.48 1.98
H -0.45 1.65 2.30
H -0.96 -0.36 0.16
H 2.95 -1.87 -2.03
H 1.23 -1.55 -2.65
H 2.42 -0.45 -3.14
*
```

Here are the Mulliken charges for atoms 1 to 2, given in e:
1 O -0.62
2 O -0.75



Entry 14:
# C4H8NO3

A cluster of 2 separate species, C4H8NO3 in total in a non-equilibrium geometry (ωB97M-V/def2-TZVPD, the Open Molecules 2025 dataset).

Properties
⟨S²⟩: 0.76
HOMO energy (spin up / spin down): -0.3478 / -0.3475 Eh
Energy relative to the best compared isomer or geometry (same formula, charge and spin): 48.3 kJ/mol
Orbital gap (spin up / spin down): 0.3660 / 0.1824 Eh
Calculated total energy: -11908.469 eV

Geometry as ORCA input:
```
! RIJCOSX wB97M-V def2-TZVPD def2/J DEFGRID3
* xyz 0 2
O 1.38 -1.56 -0.72
O -0.41 3.16 2.18
O -0.38 -0.38 -1.51
N -0.69 2.10 0.21
C -0.37 -2.71 -1.75
C -0.15 2.22 1.45
C 0.28 -1.42 -1.26
C 0.79 1.11 1.87
H -0.93 -2.59 -2.68
H 0.37 0.12 1.62
H -1.25 2.80 -0.23
H 1.60 1.14 1.13
H 0.39 -3.46 -1.93
H -0.57 1.28 -0.35
H 1.03 1.16 2.92
H -1.09 -2.95 -0.96
*
```

Here are the Mulliken charges for atoms 1 to 2, given in e:
1 O -0.45
2 O -0.63



Entry 15:
# C4H8NOS

The ion C4H8NOS with charge +1 in a non-equilibrium geometry (ωB97M-V/def2-TZVPD, the Open Molecules 2025 dataset).

Properties
HOMO energy: -0.5278 Eh
SMILES string: C=C[C@@]([NH3+])(S)C=O
Energy relative to the best compared isomer or geometry (same formula, charge and spin): 178.8 kJ/mol
Orbital gap: 0.3722 Eh
Calculated total energy: -18641.395 eV

Geometry as ORCA input:
```
! RIJCOSX wB97M-V def2-TZVPD def2/J DEFGRID3
* xyz 1 1
S 1.17 -1.96 1.03
O 1.14 0.64 -1.78
N 1.07 0.71 0.70
C 0.34 -0.51 0.19
C 0.50 -0.28 -1.41
C -1.14 -0.10 0.64
C -1.81 0.72 -0.19
H -1.62 -0.86 1.27
H -1.26 1.33 -0.88
H -0.34 -0.75 -1.93
H 1.21 -2.78 -0.02
H 0.41 1.51 0.85
H 1.58 0.51 1.61
H -2.89 0.84 0.03
H 1.64 0.96 -0.11
*
```

Here are the Mulliken charges for atoms 1 to 2, given in e:
1 S -0.15
2 O -0.43



Entry 16:
# C4H8NOS

The ion C4H8NOS with charge +1 in a non-equilibrium geometry (ωB97M-V/def2-TZVPD, the Open Molecules 2025 dataset).

Properties
HOMO energy: -0.5213 Eh
SMILES string: C[C@]1(S)[NH2+]C=CO1
Energy relative to the best compared isomer or geometry (same formula, charge and spin): 153.3 kJ/mol
Orbital gap: 0.3918 Eh
Calculated total energy: -18641.659 eV

Geometry as ORCA input:
```
! RIJCOSX wB97M-V def2-TZVPD def2/J DEFGRID3
* xyz 1 1
S -2.35 0.57 -0.15
O 0.07 0.69 1.19
N 0.31 0.04 -1.01
C 1.27 1.16 0.74
C 1.51 0.78 -0.54
C -0.64 -0.11 0.25
C -0.69 -1.57 0.48
H 0.24 -1.91 0.95
H 0.79 -0.77 -1.46
H 1.89 1.54 1.49
H 2.41 0.95 -1.09
H -0.32 0.59 -1.78
H -2.18 1.86 0.18
H -1.37 -1.83 1.18
H -0.95 -1.99 -0.43
*
```

Here are the Mulliken charges for atoms 1 to 2, given in e:
1 S -0.16
2 O -0.33